# 1
This record from the OMol25 dataset describes a structure of composition C28H31N3O6 at a distorted geometry. The level of theory is the ωB97M-V functional and the def2-TZVPD basis.

Last column: Löwdin charge in e.
Geometry (Å):
C: 0.211 2.214 -3.284  -0.0301
C: -0.260 0.860 -2.735  -0.1713
C: -1.145 0.142 -3.753  -0.3012
O: -1.807 0.698 -4.687  0.0352
C: -1.130 -1.400 -3.720  -0.0866
C: 0.313 -1.810 -3.945  -0.1443
O: 1.210 -1.202 -2.975  -0.0153
C: 1.066 0.123 -2.536  -0.4376
O: 2.060 0.608 -2.036  0.1132
H: 1.266 2.219 -3.603  0.0978
H: -0.402 2.541 -4.132  0.0857
H: 0.129 2.966 -2.513  0.0834
H: -1.563 -1.778 -2.754  0.1373
H: -1.775 -1.747 -4.559  0.1345
H: 0.479 -2.893 -3.849  0.1323
H: 0.604 -1.476 -4.959  0.1394
C: 1.183 -0.409 5.076  -0.0223
N: 1.150 -0.531 3.655  -0.0437
C: 1.889 -1.502 3.026  -0.3605
O: 2.640 -2.321 3.556  0.0791
C: 1.660 -1.370 1.531  -0.1376
C: 1.018 -2.593 0.836  -0.0832
C: 1.932 -3.773 0.928  -0.2478
C: 1.526 -4.923 1.610  -0.0364
C: 2.434 -5.981 1.775  -0.0827
C: 3.703 -5.887 1.225  -0.1095
C: 4.089 -4.771 0.502  -0.0806
C: 3.200 -3.701 0.349  -0.0358
N: 0.749 -0.212 1.443  0.0131
C: 0.217 0.117 0.281  -0.0728
C: -0.565 1.232 -0.008  -0.0837
C: -1.357 1.304 -1.210  -0.0962
C: -2.106 2.601 -1.331  -0.1550
C: -2.741 2.962 -2.547  0.0036
C: -3.617 4.056 -2.628  0.0356
C: -3.812 4.877 -1.506  -0.1507
N: -4.566 6.096 -1.545  -0.3083
O: -4.667 6.737 -0.463  0.0382
O: -5.097 6.497 -2.609  0.0613
C: -3.223 4.536 -0.264  0.0166
C: -2.364 3.457 -0.217  -0.0043
C: 0.422 0.374 2.767  -0.4420
C: -1.101 0.315 3.100  0.0019
C: 0.889 1.821 2.954  0.0044
H: 1.875 -1.162 5.479  0.1012
H: 1.523 0.599 5.358  0.0955
H: 0.177 -0.568 5.493  0.0953
H: 2.609 -1.113 1.000  0.1704
H: 0.050 -2.796 1.315  0.1320
H: 0.836 -2.361 -0.227  0.1130
H: 0.518 -4.954 2.025  0.1112
H: 2.118 -6.858 2.365  0.1085
H: 4.415 -6.736 1.355  0.1134
H: 5.099 -4.694 0.064  0.1107
H: 3.481 -2.798 -0.204  0.1186
H: 0.542 -0.487 -0.550  0.0959
H: -0.581 1.960 0.785  0.0525
H: -1.955 0.335 -1.450  0.1595
H: -2.555 2.400 -3.439  0.0860
H: -4.151 4.315 -3.553  0.1286
H: -3.464 5.143 0.581  0.1102
H: -1.907 3.267 0.768  0.1070
H: -1.449 -0.735 3.168  0.0993
H: -1.249 0.819 4.065  0.0809
H: -1.684 0.841 2.334  0.0728
H: 1.969 1.831 3.161  0.1015
H: 0.705 2.425 2.062  0.0752
H: 0.334 2.252 3.799  0.0876

Cartesian forces, eV/Å:
C 0.1200 0.7030 -0.5720
C -0.0143 1.1994 -0.8414
C -1.7475 0.4759 -2.7159
O 2.2099 -1.3475 3.4038
C -0.8726 0.5148 0.2950
C 0.2267 0.3006 0.2528
O -0.6063 0.6637 0.0717
C 0.7883 -1.0173 0.2999
O -1.4650 -0.3704 -0.3682
H -0.5321 -0.1601 0.0916
H 0.0792 -0.1536 0.2487
H 0.1032 0.3367 0.2138
H 0.5645 0.2564 -0.7005
H 0.4776 0.1951 0.6438
H -0.0798 0.4314 -0.0466
H 0.0791 -0.2144 0.4125
C -0.2285 0.3764 0.7067
N 0.6490 -0.9064 -0.9868
C 0.8097 -0.6083 0.2994
O -1.1681 1.1262 -0.4724
C -0.2177 0.7683 -0.9450
C 0.1473 0.1079 0.2235
C -0.0846 -0.4925 -0.0239
C 0.7227 -0.0432 -0.0766
C -0.9156 0.1364 0.2952
C 0.7147 -1.1513 0.1813
C 0.2427 0.7957 -0.4154
C 0.1116 -0.4001 0.1616
N 0.7032 -0.4473 1.6253
C -1.3054 2.4094 -1.2181
C 1.6339 -2.2716 1.3619
C 0.5678 -2.4232 -1.8663
C -1.3556 0.9718 -0.7780
C -0.3464 0.4572 1.0351
C 0.0317 0.7011 0.1583
C 1.1121 -1.6487 0.5879
N -2.0925 2.9059 0.2326
O 0.2139 -1.3296 -2.3434
O 1.3574 -1.2924 2.0213
C -0.1873 0.0372 -1.9368
C 0.4781 -0.9465 0.4198
C -0.8612 -0.2684 0.0836
C 0.3361 -0.3704 -0.1769
C 0.4306 -0.0751 0.0256
H -0.2726 0.3005 -0.2295
H -0.0354 -0.2808 0.0927
H 0.3040 0.0099 0.0421
H -0.4607 -0.2861 0.6062
H 0.1769 0.0018 -0.1257
H 0.0600 -0.0003 0.4223
H 0.3139 -0.1098 -0.0024
H 0.3315 0.4643 -0.4674
H -0.6323 0.8300 -0.1008
H -0.6523 -0.1648 0.2891
H 0.0318 -0.3954 0.1511
H -0.3374 -0.4524 0.2587
H -0.4641 0.2037 -0.4401
H 0.2415 2.1231 0.9814
H -0.0800 -0.3364 -0.2380
H 0.4769 -0.1775 0.3956
H 0.1819 0.1607 0.4068
H -0.3320 -0.0601 -0.7046
H 0.1836 0.5399 -0.0785
H -0.1038 -0.2638 -0.2934
H 0.1202 -0.1506 0.2397
H -0.3123 0.1414 -0.0714
H 0.0609 -0.0864 0.2247
H 0.3693 0.0567 -0.2272

Spin multiplicity: 1
Energy (Eh): -1701.10447
ΔE to the lowest compared entry with this formula, charge and spin (kJ/mol): 581.3
E_LUMO (eV): -1.2



# 2
This record from the OMol25 dataset describes a cluster of 2 separate species, C9H13NO in total at a distorted geometry. The level of theory is the ωB97M-V functional and the def2-TZVPD basis.

Last column: Löwdin charge in e.
Geometry (Å):
C: 3.064 -1.356 1.085  -0.0455
C: 1.965 -1.591 0.067  -0.2757
C: 0.733 -0.942 0.050  -0.0743
C: -0.104 -0.874 -1.042  -0.0861
C: 0.197 -1.688 -2.124  -0.1086
C: 1.391 -2.373 -2.158  -0.0979
C: 2.322 -2.209 -1.127  -0.0685
H: 3.773 -2.169 0.936  0.0735
H: 2.661 -1.236 2.063  0.0634
H: 3.586 -0.465 0.758  0.0805
H: 0.485 -0.286 0.897  0.1001
H: -1.037 -0.244 -0.880  0.0996
H: -0.472 -1.703 -2.979  0.0991
H: 1.651 -2.909 -3.084  0.1069
H: 3.258 -2.702 -1.295  0.0983
C: -3.583 2.832 0.545  -0.0061
C: -2.181 2.202 0.677  -0.5657
N: -1.520 2.330 1.849  0.1629
O: -1.691 1.698 -0.319  0.0178
H: -3.623 3.920 0.691  0.0823
H: -4.274 2.391 1.250  0.0710
H: -3.909 2.659 -0.460  0.0697
H: -0.604 1.967 2.034  0.1049
H: -2.087 2.746 2.566  0.0984

Cartesian forces, eV/Å:
C -0.4995 -0.3955 -1.6119
C 0.5944 0.5629 -1.2095
C 0.3816 1.2094 1.2681
C -1.4488 -0.1031 0.9224
C -0.7615 0.5782 -0.4902
C 0.5560 0.3500 -0.5994
C -1.0799 -1.1345 -0.3889
H 0.0403 -0.0771 0.7551
H 0.0898 -0.0801 0.8989
H 0.1207 0.4171 0.2782
H 0.0390 -0.4173 -0.1238
H 1.4015 -1.0075 -0.8713
H 0.0543 -0.1488 0.0576
H -0.0104 0.1374 0.6622
H 0.6283 -0.0539 0.3636
C 0.5938 0.1995 0.6701
C -0.0503 0.5302 -1.6289
N -1.3022 0.4754 0.3662
O 0.1139 -0.1446 0.4097
H 0.4005 -0.2263 0.2002
H -0.2759 -0.1830 0.1796
H -0.1590 -0.3163 -0.4068
H 0.0181 -0.1074 -0.1643
H 0.5554 -0.0649 0.4630

Spin multiplicity: 1
Energy (Eh): -480.73568
SMILES string: Cc1ccccc1.CC(N)=O
ΔE to the lowest compared entry with this formula, charge and spin (kJ/mol): 56.7
E_LUMO (eV): 0.7



# 3
This record from the OMol25 dataset describes a structure of composition C31H25BrFeN5O2SSe. The level of theory is the ωB97M-V functional and the def2-TZVPD basis.

Last column: Löwdin spin population.
Geometry (Å):
Fe: 0.214 -0.185 -0.170  3.6879
C: -0.787 1.057 2.810  0.0021
O: -1.140 0.148 1.756  0.0227
C: -2.051 -0.832 2.030  0.0016
C: -2.861 -0.881 3.142  0.0002
C: -3.762 -1.934 3.263  0.0011
Br: -4.877 -2.008 4.781  0.0004
C: -3.852 -2.910 2.302  0.0000
C: -3.016 -2.857 1.185  0.0020
C: -2.111 -1.817 1.059  0.0028
O: -1.257 -1.718 0.007  0.0497
C: -3.031 -3.861 0.120  0.0001
N: -2.229 -3.771 -0.913  0.0012
C: -2.503 -4.870 -1.724  0.0002
C: -1.948 -5.258 -2.942  0.0000
C: -2.431 -6.413 -3.523  0.0000
C: -3.444 -7.173 -2.914  0.0000
C: -4.003 -6.797 -1.708  0.0000
C: -3.507 -5.631 -1.132  0.0001
N: -3.826 -4.958 0.047  0.0001
H: -1.674 1.538 3.215  0.0002
H: -0.141 1.805 2.368  0.0004
H: -0.250 0.536 3.598  0.0003
H: -2.802 -0.137 3.924  0.0000
H: -4.565 -3.715 2.428  0.0000
H: -1.443 -2.523 -0.632  0.0015
H: -1.169 -4.669 -3.411  0.0000
H: -2.023 -6.745 -4.471  0.0000
H: -3.796 -8.073 -3.403  0.0000
H: -4.785 -7.380 -1.237  0.0000
H: -4.518 -5.239 0.719  0.0000
S: 1.389 0.881 -4.370  0.0103
C: 1.798 -0.770 -4.254  -0.0011
C: 1.459 -1.294 -3.040  0.0096
C: 0.850 -0.350 -2.144  0.0306
C: 0.763 0.871 -2.751  0.0240
C: 0.102 2.030 -2.129  0.0081
C: -0.067 3.269 -2.749  0.0017
C: -0.775 4.267 -2.105  0.0027
C: -1.309 4.025 -0.844  0.0030
C: -1.075 2.792 -0.278  0.0063
N: -0.378 1.825 -0.886  0.0383
H: 2.267 -1.269 -5.097  0.0003
H: 1.644 -2.338 -2.791  0.0012
H: 0.344 3.430 -3.738  0.0002
H: -0.923 5.228 -2.586  0.0001
H: -1.886 4.773 -0.317  0.0003
H: -1.453 2.559 0.713  0.0005
C: 2.524 3.112 -0.020  0.0006
N: 3.171 1.968 -0.653  0.0035
C: 3.185 0.705 -0.203  0.0128
Se: 2.253 -0.001 1.267  0.0653
N: 3.897 -0.012 -1.072  0.0018
C: 4.355 0.783 -2.124  0.0010
C: 5.086 0.499 -3.267  0.0001
C: 5.347 1.561 -4.115  0.0015
C: 4.885 2.855 -3.832  0.0010
C: 4.148 3.126 -2.692  0.0006
C: 3.900 2.055 -1.846  0.0007
H: 2.004 2.769 0.864  0.0006
H: 1.811 3.559 -0.713  0.0001
H: 3.273 3.850 0.262  0.0001
H: 3.976 -1.011 -0.999  0.0001
H: 5.440 -0.503 -3.483  0.0000
H: 5.918 1.388 -5.020  0.0000
H: 5.106 3.660 -4.524  0.0000
H: 3.790 4.126 -2.471  0.0000

Cartesian forces, eV/Å:
Fe -0.3846 -0.0216 -0.3434
C -0.1392 -0.1521 -0.0794
O 0.2253 0.3896 0.1636
C 0.1111 0.2528 0.2009
C 0.0333 0.0746 0.1789
C -0.0641 0.0463 0.1005
Br -0.0141 -0.0025 0.0261
C -0.0577 -0.1741 -0.0813
C -0.1891 -0.3656 -0.1082
C 0.1252 -0.1697 -0.3378
O 0.1494 0.4250 0.1689
C -0.1096 -0.0567 0.0555
N 0.0933 -0.2850 -0.4006
C 0.1460 0.2417 0.0356
C 0.0999 0.0319 -0.0873
C 0.0136 -0.0101 -0.0286
C -0.0033 0.0237 0.0279
C -0.0012 0.0152 0.0459
C -0.1760 0.0590 0.2668
N -0.0480 -0.1496 -0.0638
H -0.1041 0.0611 0.0049
H 0.1210 0.0059 -0.0656
H 0.0135 -0.0909 0.0833
H -0.0148 -0.0364 -0.0719
H 0.0303 0.0332 -0.0208
H -0.0812 -0.0861 -0.0383
H -0.0686 -0.0431 0.0403
H -0.0389 0.0355 0.0927
H 0.0160 0.0426 0.0261
H 0.0464 0.0304 -0.0383
H 0.0097 0.0126 -0.0013
S -0.0010 0.2477 -0.0728
C 0.0426 -0.1186 -0.0627
C 0.0296 0.0370 0.1550
C 0.1175 -0.6077 0.2896
C -0.1676 0.4077 -0.1690
C 0.0649 -0.2148 -0.1107
C 0.0124 0.0388 -0.0913
C 0.0390 0.0434 -0.1220
C -0.0091 0.1476 -0.0369
C 0.1309 -0.1823 0.1214
N -0.1215 -0.1786 0.1831
H -0.1068 0.0960 0.1659
H -0.0564 0.1828 -0.0423
H -0.0293 0.0103 0.0105
H 0.0236 -0.0935 0.0255
H 0.0461 -0.0576 -0.0357
H 0.0073 -0.0083 -0.1518
C 0.1869 -0.0816 -0.1803
N 0.0092 0.5942 0.1708
C -0.3308 0.2490 -0.2433
Se 0.3440 0.0519 0.0760
N 0.3831 -0.3001 -0.2301
C -0.0541 -0.4127 0.1415
C 0.1091 -0.1060 -0.0172
C -0.0156 0.0190 -0.0111
C -0.0388 0.0018 0.0004
C 0.0384 0.1509 -0.0283
C -0.3660 0.1989 0.2732
H -0.0576 -0.0793 0.1269
H 0.0397 -0.0063 -0.0003
H 0.0429 0.0035 0.0015
H 0.0173 -0.0981 -0.0080
H -0.0444 0.1033 0.0081
H -0.0523 0.0198 0.0785
H -0.0099 -0.0817 0.0664
H 0.0372 -0.1140 -0.0315

Spin multiplicity: 5
Expectation value of S²: 6.011
Energy (Eh): -8257.81652
Net charge: +1
E_LUMO (alpha / beta) (eV): -2.2 / -2.5